63
Properties=species:S:1:pos:R:3 method="wB97M-V/def2-TZVPD" charge=0 homo_lumo_gap_ev="4.819 / 4.640" molar_mass_g_mol=792.55
C -1.4575 -0.8678 -1.9540
C -1.5314 -1.8784 -0.9629
C -2.2967 -1.3656 0.1349
H -1.1448 -2.8870 -1.0322
C -2.6467 0.0017 -0.1781
C -2.1404 0.2780 -1.4796
H -2.2895 1.2067 -2.0275
H -0.9964 -0.9654 -2.9359
H -2.6647 -1.9425 0.9882
H -3.2994 0.6395 0.4148
Pb -0.0159 -0.4538 1.6930
Br 1.1549 -2.8255 1.6339
C 2.3407 1.3437 0.1749
C 1.4868 2.0946 -0.6877
C 1.2885 1.3440 -1.8683
H 1.1034 3.0934 -0.4753
C 2.0031 0.1366 -1.7540
C 2.6283 0.1065 -0.4829
H 3.2949 -0.6643 -0.0961
H 2.7558 1.6928 1.1222
H 0.7204 1.6674 -2.7433
H 2.0472 -0.6654 -2.4970
C -3.5283 0.0389 4.6308
Si -1.9923 -0.8849 5.2023
C -1.9663 -1.1553 7.0608
C -1.8351 -2.5308 4.3018
Si -0.1433 0.4812 4.6266
Te -0.7540 2.2925 3.0193
Si -0.1700 2.4744 5.8625
C -0.1501 2.1349 7.7518
C 1.4210 3.3663 5.3782
C -1.7326 3.4878 5.5133
Si 1.9094 -0.6582 5.1709
C 2.3108 -0.3103 6.9782
C 1.7902 -2.5452 5.1000
C 3.2184 0.0671 4.0211
H -4.3904 -0.6060 4.8675
H -3.5374 0.2348 3.5502
H -3.6759 0.9966 5.1472
H -2.8171 -1.8182 7.2903
H -1.0483 -1.6457 7.4121
H -2.1046 -0.2330 7.6391
H -1.7791 -2.4467 3.2037
H -0.9714 -3.1225 4.6259
H -2.7392 -3.1114 4.5343
H 0.7079 1.5614 8.1240
H -0.1111 3.1208 8.2418
H -1.0611 1.6395 8.1118
H 1.4823 3.6059 4.3081
H 1.4175 4.3187 5.9339
H 2.3369 2.8277 5.6589
H -1.9428 3.8677 4.4917
H -2.6391 2.9670 5.8472
H -1.5898 4.4066 6.1007
H 1.5127 -0.6630 7.6461
H 3.2248 -0.8845 7.2043
H 2.5156 0.7481 7.1916
H 1.5412 -2.8942 4.0886
H 2.7715 -2.9894 5.3421
H 1.0474 -2.9774 5.7876
H 3.0437 -0.1391 2.9553
H 3.3198 1.1549 4.1348
H 4.1908 -0.3847 4.2780